Record 1
# C2H2OS

A cluster of 2 separate species, C2H2OS in total in a non-equilibrium geometry (ωB97M-V with the def2-TZVPD basis set, the Open Molecules 2025 dataset).

Output
Relative energy (zero: lowest compared OMol25 entry of this formula, charge and spin): 45.62 kcal per mole
DFT total energy: -14983.9183 eV
Frontier orbital gap (spin up / spin down): 7.2 / 10.2 eV
Total charge: 0
Spin multiplicity: 3
Molar mass: 74.10 g mol⁻¹

The geometry in XYZ format:
```
6
C2H2OS, DFT ωB97M-V with the def2-TZVPD basis set
C 0.351 -0.913 -1.024
C -0.536 1.131 0.714
O 1.500 -0.859 -1.353
S -1.016 0.335 1.913
H -0.233 -1.880 -0.869
H -0.066 2.187 0.619
```

So, what does the Löwdin scheme give us? The charges, in e, come out as:
1 C -0.095
2 C -0.644
3 O -0.003
4 S 0.653
5 H 0.071
6 H 0.019

---

Record 2
# C11H14N4O5S2SbSe4Sn

A structure of composition C11H14N4O5S2SbSe4Sn in a non-equilibrium geometry (ωB97M-V with the def2-TZVPD basis set, the Open Molecules 2025 dataset).

Output
Relative energy (zero: lowest compared OMol25 entry of this formula, charge and spin): 50.19 kcal per mole
DFT total energy: -323260.9363 eV
Frontier orbital gap: 5.6 eV
Total charge: -1
Molar mass: 902.70 g mol⁻¹

The geometry in XYZ format:
```
42
C11H14N4O5S2SbSe4Sn, DFT ωB97M-V with the def2-TZVPD basis set
Sn 0.138 -0.264 -0.318
Se -4.013 -2.990 -0.410
Sb -2.517 -1.928 1.092
Se -2.689 0.480 1.201
Se -0.080 -2.968 -0.526
Se -2.010 -2.963 3.196
O 2.469 -0.666 -0.219
S 2.565 -1.119 -1.648
O 3.892 -1.139 -2.195
O 1.537 -0.375 -2.398
S 1.922 -3.132 -1.586
N 0.555 -0.494 2.054
C 1.367 -1.040 2.668
N 2.259 -1.648 3.404
C 2.181 -3.100 3.588
C 2.541 -3.406 5.028
O 3.792 -2.829 5.387
C 3.771 -1.418 5.252
C 3.506 -1.017 3.813
H 2.884 -3.589 2.907
H 1.167 -3.431 3.359
H 2.645 -4.480 5.168
H 1.754 -3.031 5.694
H 4.746 -1.056 5.574
H 2.995 -0.993 5.902
H 4.321 -1.370 3.173
H 3.421 0.063 3.708
N -1.648 4.621 2.415
C -0.448 5.192 2.152
O -0.173 6.321 2.521
C 0.538 4.369 1.376
C 1.744 4.949 1.004
C 2.666 4.196 0.296
C 2.350 2.882 -0.019
N 1.197 2.322 0.335
C 0.317 3.047 1.015
H -2.311 5.159 2.945
H -1.898 3.688 2.137
H 1.934 5.978 1.280
H 3.615 4.617 -0.007
H 3.036 2.248 -0.570
H -0.591 2.512 1.277
```

So, what does the Löwdin scheme give us? The charges, in e, come out as:
1 Sn 0.848
2 Se -0.122
3 Sb -0.261
4 Se -0.133
5 Se -0.021
6 Se -0.163
7 O -0.549
8 S 0.080
9 O -0.352
10 O -0.511
11 S 0.188
12 N 0.069
13 C -0.245
14 N -0.068
15 C -0.097
16 C -0.178
17 O -0.131
18 C -0.193
19 C -0.104
20 H 0.139
21 H 0.099
22 H 0.128
23 H 0.131
24 H 0.126
25 H 0.129
26 H 0.136
27 H 0.136
28 N 0.184
29 C -0.500
30 O 0.042
31 C -0.113
32 C -0.003
33 C -0.044
34 C -0.114
35 N 0.007
36 C -0.096
37 H 0.113
38 H 0.072
39 H 0.119
40 H 0.103
41 H 0.114
42 H 0.035

---

Record 3
# C6H8N

The ion C6H8N with charge +1 in a non-equilibrium geometry (ωB97M-V with the def2-TZVPD basis set, the Open Molecules 2025 dataset).

Output
Relative energy (zero: lowest compared OMol25 entry of this formula, charge and spin): 14.51 kcal per mole
DFT total energy: -7829.3716 eV
Frontier orbital gap (spin up / spin down): 7.2 / 7.5 eV
Total charge: +1
Spin multiplicity: 3
Molar mass: 94.14 g mol⁻¹

The geometry in XYZ format:
```
15
C6H8N, DFT ωB97M-V with the def2-TZVPD basis set
C 1.062 -1.655 -2.335
C -1.638 2.248 3.358
C 1.171 -0.846 -1.137
C 0.081 0.525 0.647
C -1.043 0.843 1.404
C 0.047 -0.361 -0.523
N -1.278 1.605 2.484
H 1.664 -2.546 -2.219
H 0.078 -1.945 -2.633
H -1.971 3.169 3.948
H 1.576 -1.235 -3.228
H 2.153 -0.472 -0.845
H 0.910 1.052 0.977
H -0.903 -0.634 -0.929
H -1.908 0.252 1.033
```

So, what does the Löwdin scheme give us? The charges, in e, come out as:
1 C -0.071
2 C 0.214
3 C -0.070
4 C -0.044
5 C -0.046
6 C -0.020
7 N 0.084
8 H 0.098
9 H 0.082
10 H 0.152
11 H 0.119
12 H 0.137
13 H 0.089
14 H 0.117
15 H 0.157

---

Record 4
# C6H13N5

A structure of composition C6H13N5 in a non-equilibrium geometry (ωB97M-V with the def2-TZVPD basis set, the Open Molecules 2025 dataset).

Output
Relative energy (zero: lowest compared OMol25 entry of this formula, charge and spin): 206.81 kcal per mole
DFT total energy: -13874.8813 eV
Frontier orbital gap: 9.2 eV
Total charge: 0
Molar mass: 155.20 g mol⁻¹

The geometry in XYZ format:
```
24
C6H13N5, DFT ωB97M-V with the def2-TZVPD basis set
C 2.937 -0.443 -1.105
C 1.713 -0.749 -0.268
C 1.859 -1.228 1.172
C 0.529 0.371 -0.370
C 0.886 1.478 0.524
C -0.825 -0.111 -0.225
H 2.870 -0.056 -2.182
H 3.597 -1.222 -1.145
H 3.212 0.385 -0.633
H 0.822 -1.753 -0.742
H 0.745 -1.429 2.041
H 2.611 -0.519 1.843
H 2.735 -1.969 1.044
H 0.859 0.689 -1.419
H 0.800 1.245 1.591
H 1.821 1.720 0.649
H -1.106 2.229 0.714
H 0.118 2.872 -0.590
H -0.730 -2.338 0.592
N 0.012 2.590 0.523
N -1.891 0.543 -0.651
N -2.972 -0.073 -0.353
N -2.576 -1.251 0.172
N -1.280 -1.203 0.289
```

So, what does the Löwdin scheme give us? The charges, in e, come out as:
1 C -0.056
2 C -0.394
3 C -0.155
4 C -0.264
5 C -0.384
6 C -0.402
7 H 0.127
8 H 0.051
9 H 0.030
10 H 0.189
11 H 0.194
12 H 0.110
13 H 0.075
14 H 0.161
15 H 0.123
16 H 0.065
17 H 0.155
18 H 0.139
19 H 0.300
20 N -0.043
21 N 0.018
22 N -0.011
23 N -0.026
24 N 0.000

---

Record 5
# C27H30B2BaF6N15O4S2

A structure of composition C27H30B2BaF6N15O4S2 in a non-equilibrium geometry (ωB97M-V with the def2-TZVPD basis set, the Open Molecules 2025 dataset).

Output
Relative energy (zero: lowest compared OMol25 entry of this formula, charge and spin): 1.35 kcal per mole
DFT total energy: -99054.9440 eV
Frontier orbital gap (spin up / spin down): 9.3 / 5.5 eV
Total charge: 0
Spin multiplicity: 2
Molar mass: 965.71 g mol⁻¹

The geometry in XYZ format:
```
87
C27H30B2BaF6N15O4S2, DFT ωB97M-V with the def2-TZVPD basis set
Ba -0.693 0.750 -0.008
C -1.552 -3.019 -3.046
C -0.595 -2.186 -2.463
N -0.911 -1.907 -1.197
N -2.062 -2.560 -0.942
C -2.466 -3.233 -2.035
B -2.843 -2.490 0.398
N -1.918 -2.499 1.620
C -2.087 -3.278 2.707
C -1.238 -2.834 3.696
C -0.577 -1.748 3.106
N -0.994 -1.548 1.859
N -3.751 -1.242 0.449
C -5.068 -1.226 0.174
C -5.557 0.036 0.430
C -4.436 0.740 0.884
N -3.353 -0.025 0.904
H -1.572 -3.410 -4.048
H 0.312 -1.780 -2.885
H -3.374 -3.813 -2.014
H -3.550 -3.465 0.435
H -2.811 -4.076 2.696
H -1.121 -3.225 4.692
H 0.185 -1.114 3.525
H -5.563 -2.116 -0.178
H -6.566 0.390 0.314
H -4.368 1.771 1.196
C 0.384 -5.039 -0.728
C 1.017 -4.014 0.113
C 1.079 -3.866 1.485
C 1.775 -2.696 1.682
N 2.132 -2.192 0.437
N 1.716 -2.953 -0.505
B 3.141 -0.981 0.155
N 2.881 -0.479 -1.255
C 3.606 -0.789 -2.346
C 2.983 -0.247 -3.441
C 1.845 0.394 -2.923
C 0.815 1.144 -3.697
N 1.783 0.245 -1.601
N 2.909 0.037 1.272
C 3.835 0.662 2.027
C 3.183 1.371 3.004
C 1.818 1.123 2.779
C 0.674 1.636 3.592
N 1.656 0.301 1.743
N 4.540 -1.595 0.226
C 4.911 -2.897 0.246
C 6.278 -2.946 0.136
C 6.677 -1.596 0.050
C 8.057 -1.042 -0.093
N 5.624 -0.795 0.100
H 0.298 -5.985 -0.196
H 0.940 -5.172 -1.655
H -0.624 -4.708 -1.003
H 0.631 -4.491 2.237
H 2.086 -2.179 2.575
H 4.518 -1.356 -2.260
H 3.301 -0.285 -4.468
H 1.088 1.161 -4.752
H 0.727 2.176 -3.359
H -0.171 0.683 -3.617
H 4.881 0.562 1.793
H 3.620 1.995 3.764
H 0.762 1.279 4.620
H -0.288 1.306 3.205
H 0.665 2.725 3.616
H 4.195 -3.698 0.327
H 6.904 -3.822 0.125
H 8.802 -1.822 0.052
H 8.235 -0.254 0.638
H 8.204 -0.613 -1.085
F 0.855 4.082 -0.467
C 0.004 4.930 0.109
F -0.317 5.892 -0.738
F 0.592 5.464 1.177
S -1.472 3.997 0.734
O -0.866 2.978 1.574
O -2.322 4.964 1.340
N -2.169 3.237 -0.459
S -1.997 3.054 -2.010
O -0.926 3.795 -2.600
O -2.084 1.640 -2.302
C -3.554 3.773 -2.678
F -3.564 3.632 -3.999
F -4.609 3.154 -2.164
F -3.611 5.064 -2.373
```

So, what does the Löwdin scheme give us? The charges, in e, come out as:
1 Ba 1.844
2 C -0.055
3 C -0.167
4 N -0.040
5 N -0.050
6 C -0.094
7 B -0.552
8 N -0.036
9 C -0.081
10 C -0.061
11 C -0.190
12 N -0.014
13 N -0.046
14 C -0.086
15 C -0.059
16 C -0.167
17 N -0.045
18 H 0.096
19 H 0.096
20 H 0.122
21 H 0.118
22 H 0.120
23 H 0.095
24 H 0.088
25 H 0.118
26 H 0.092
27 H 0.105
28 C 0.005
29 C -0.230
30 C 0.002
31 C 0.023
32 N 0.045
33 N 0.221
34 B -0.661
35 N -0.004
36 C -0.055
37 C -0.015
38 C -0.374
39 C -0.027
40 N 0.032
41 N 0.001
42 C -0.049
43 C -0.009
44 C -0.358
45 C -0.050
46 N 0.012
47 N -0.022
48 C -0.076
49 C -0.022
50 C -0.352
51 C -0.036
52 N 0.112
53 H 0.093
54 H 0.098
55 H 0.075
56 H 0.121
57 H 0.137
58 H 0.121
59 H 0.102
60 H 0.086
61 H 0.064
62 H 0.060
63 H 0.107
64 H 0.105
65 H 0.088
66 H 0.048
67 H 0.081
68 H 0.110
69 H 0.098
70 H 0.073
71 H 0.075
72 H 0.077
73 F 0.130
74 C -0.681
75 F 0.168
76 F 0.152
77 S 0.575
78 O -0.462
79 O -0.237
80 N -0.374
81 S 0.531
82 O -0.259
83 O -0.410
84 C -0.684
85 F 0.155
86 F 0.154
87 F 0.155

---

Record 6
# C10H17O11Zn

A structure of composition C10H17O11Zn in a non-equilibrium geometry (ωB97M-V with the def2-TZVPD basis set, the Open Molecules 2025 dataset).

Output
Relative energy (zero: lowest compared OMol25 entry of this formula, charge and spin): 53.48 kcal per mole
DFT total energy: -81585.6873 eV
Frontier orbital gap: 5.9 eV
Total charge: -3
Molar mass: 378.62 g mol⁻¹

The geometry in XYZ format:
```
39
C10H17O11Zn, DFT ωB97M-V with the def2-TZVPD basis set
Zn 0.245 -0.433 -0.881
C 4.321 -1.139 -0.364
C 3.139 -1.966 -0.410
O 3.233 -3.197 -0.171
O 2.145 -1.425 -0.934
H 3.988 -0.236 0.148
H 4.684 -0.774 -1.325
H 5.160 -1.535 0.208
C -3.719 1.084 0.130
C -2.743 1.058 -1.047
O -1.699 0.414 -0.846
O -3.047 1.418 -2.242
H -4.777 1.100 -0.129
H -3.313 1.841 0.801
H -3.610 0.184 0.734
C -0.719 1.263 2.509
C 0.687 1.076 1.929
O 1.607 1.075 2.760
O 0.836 0.784 0.694
H -1.320 2.127 2.224
H -0.753 1.156 3.593
H -1.386 0.510 2.090
C -1.486 -2.564 2.383
C -0.297 -2.466 1.495
O 0.686 -3.293 1.587
O -0.483 -1.838 0.464
H -2.042 -1.632 2.484
H -0.942 -2.814 3.294
H -2.172 -3.398 2.242
C 0.189 3.262 -2.185
C 1.281 2.199 -2.223
O 0.902 1.063 -2.306
O 2.490 2.580 -2.087
H 0.041 3.669 -3.185
H 0.483 4.082 -1.529
H -0.758 2.816 -1.880
O -0.344 -1.749 -2.398
H -0.438 -1.645 -3.345
H -0.070 -2.659 -2.282
```

So, what does the Löwdin scheme give us? The charges, in e, come out as:
1 Zn 0.664
2 C -0.053
3 C -0.770
4 O -0.086
5 O -0.061
6 H 0.084
7 H 0.072
8 H 0.055
9 C -0.035
10 C -0.712
11 O -0.056
12 O -0.126
13 H 0.049
14 H 0.054
15 H 0.057
16 C -0.034
17 C -0.695
18 O -0.066
19 O -0.069
20 H 0.049
21 H 0.053
22 H 0.035
23 C -0.048
24 C -0.729
25 O -0.078
26 O -0.049
27 H 0.052
28 H 0.058
29 H 0.058
30 C -0.031
31 C -0.782
32 O -0.031
33 O -0.113
34 H 0.051
35 H 0.054
36 H 0.047
37 O -0.008
38 H 0.068
39 H 0.070